Computed, not measured: one molecule with the formula C5H7NO2 in a non-equilibrium geometry, with the ωB97M-V functional and the def2-TZVPD basis.

```
! RIJCOSX wB97M-V def2-TZVPD def2/J DEFGRID3
* xyz 0 1
H -0.929 -0.957 -1.420
O 2.331 0.505 -0.869
C -1.315 -0.979 -0.514
H -3.344 2.124 0.132
H -0.738 -0.670 1.456
H 1.680 2.063 0.556
C 1.547 0.218 -0.082
C -2.681 1.294 -0.065
O 1.056 1.167 0.746
C 0.993 -1.119 0.245
H 1.212 -1.568 -0.674
C -2.078 0.255 -0.279
N -0.441 -1.298 0.601
H -2.200 -1.823 -0.326
H 1.515 -1.473 1.214
*
```

Summary:
Total energy (a.u.): -399.82868
Orbital gap (eV): 9.79
E_HOMO (eV): -9.15
Energy relative to the best compared isomer or geometry (same formula, charge and spin) (kJ/mol): 359.40

Computed, not measured: C3H5NS as an isolated structure in a non-equilibrium geometry, with the ωB97M-V functional and the def2-TZVPD basis.

```
! RIJCOSX wB97M-V def2-TZVPD def2/J DEFGRID3
* xyz 0 1
H 0.734 1.485 -0.848
C -0.584 -0.455 -0.141
H -1.321 -0.402 0.577
H 0.869 -2.229 0.096
H -0.950 -0.562 -1.122
C 1.571 -0.170 0.115
H 0.508 1.804 0.875
C 0.698 1.108 0.078
S 3.124 -0.025 -0.073
N 0.716 -1.196 0.148
*
```

Summary:
Total energy (a.u.): -570.14461
Orbital gap (eV): 9.00
E_HOMO (eV): -8.15
Energy relative to the best compared isomer or geometry (same formula, charge and spin) (kJ/mol): 236.13

Computed, not measured: C22H39N5O3PSbSe6Ti as an isolated structure in a non-equilibrium geometry, with the ωB97M-V functional and the def2-TZVPD basis.

```
! RIJCOSX wB97M-V def2-TZVPD def2/J DEFGRID3
* xyz -1 2
C 0.574 -4.401 -1.922
H -0.472 -1.409 2.466
N -2.376 -1.109 -0.917
H 2.839 -4.152 0.037
H 2.195 4.050 -2.196
C -4.551 0.746 -0.705
H 1.352 -0.830 3.612
C -0.214 -4.585 -0.631
H 4.593 1.113 3.795
C 2.226 -0.786 2.967
Se 1.516 -2.701 -2.149
Se -3.197 0.598 -6.120
H 2.825 -4.467 1.789
H -6.618 1.273 -0.563
H 1.326 -5.177 -2.028
C 2.333 2.498 -0.670
H -2.530 -0.965 3.409
H 3.998 -1.789 3.737
H 1.394 -3.507 -4.522
H -3.192 -0.394 1.873
H 0.384 3.731 1.558
C -1.040 -0.699 1.858
N 1.403 2.211 0.459
C 1.552 3.478 -1.525
C 3.540 -0.799 3.774
H 0.841 2.913 -2.131
H -2.536 1.331 4.030
H 3.042 -3.751 -3.828
H 3.352 -0.557 4.818
Se 1.231 0.354 -3.512
H -0.353 2.400 2.844
H 2.186 -1.632 2.278
O -0.945 0.823 -1.149
H -0.379 -5.644 -0.451
N -2.210 0.330 -0.936
H -1.168 -4.073 -0.706
H 1.504 5.044 -0.033
C -3.263 1.176 -1.075
Se 0.539 -3.871 1.018
C -5.453 2.915 -1.309
C 4.442 0.274 3.117
H 5.421 -0.120 2.845
C -3.094 2.462 -1.616
H -0.110 -4.418 -2.766
N 2.256 0.504 2.238
H -0.135 0.939 3.816
H -4.039 4.312 -2.124
Se -1.252 -2.489 -5.046
H -6.299 3.589 -1.395
C 0.819 4.319 -0.482
C 0.387 3.289 0.564
H 3.830 1.789 1.659
Se -4.463 -0.472 -4.623
H -0.606 2.890 0.346
H -1.229 -1.157 0.889
C -2.351 -0.303 2.559
H -4.685 -0.277 -0.374
Sb -1.669 -0.323 -4.053
H -0.040 4.854 -0.886
H 2.242 -5.718 0.670
C 3.673 0.735 1.879
O -1.148 -1.620 -1.357
H 2.600 1.596 -1.213
C -0.643 1.360 2.935
H 3.966 0.147 1.000
C -5.625 1.618 -0.835
H -2.134 2.749 -1.988
P 1.144 0.686 0.995
C 2.188 -3.086 -3.919
H -2.647 1.840 2.333
H 2.480 -2.130 -4.334
N -0.320 0.591 1.717
C -4.182 3.318 -1.711
C 2.312 -4.645 0.846
Ti 0.179 -0.483 -1.637
H 3.250 2.958 -0.283
O 1.379 -0.419 -0.031
C -2.152 1.155 3.023
*
```

Summary:
Expectation value of S²: 0.76
Total energy (a.u.): -17200.95841
Orbital gap (alpha / beta) (eV): 4.90 / 4.12
E_HOMO (alpha / beta) (eV): -2.77 / -2.77
Energy relative to the best compared isomer or geometry (same formula, charge and spin) (kJ/mol): 148.69

Computed, not measured: ClH4Na2O6 as an isolated structure, with the ωB97M-V functional and the def2-TZVPD basis.

```
! RIJCOSX wB97M-V def2-TZVPD def2/J DEFGRID3
* xyz 1 1
O 0.283 1.326 -0.669
O 1.115 -0.455 0.661
H 3.279 1.218 -0.063
O 0.690 -0.753 -1.647
Na -0.654 -1.158 2.464
Cl 0.256 -0.078 -0.438
H -2.914 -0.147 0.633
O -1.089 -0.517 -0.088
H -4.395 -0.477 0.678
H 2.317 2.321 0.337
O -3.539 -0.798 0.975
Na 1.408 -2.540 -3.242
O 3.241 2.059 0.399
*
```

Summary:
Total energy (a.u.): -1238.22210
Orbital gap (eV): 8.68
E_HOMO (eV): -13.20